1.
Below is one molecule with the formula C19H18N4O5 at a distorted geometry, with properties calculated with the ωB97M-V functional and the def2-TZVPD basis.

```
46
Properties=species:S:1:pos:R:3:lowdin_charge:R:1
C -0.7450 -0.9954 0.5897 -0.066
C 0.3153 3.4656 1.3702 -0.106
C 2.4460 -3.2890 0.9774 -0.080
H 1.4967 4.2135 -0.2839 0.124
H 4.4305 1.1878 -1.7694 0.147
H -6.2924 -1.7592 -0.3645 0.118
C 2.2650 -3.9214 -0.2423 -0.078
O -4.2554 -2.7823 0.8519 0.074
H 1.8702 -4.9259 -0.2784 0.105
H 2.7332 0.6022 -1.8909 0.130
C -3.1761 0.5336 -0.2309 -0.103
H -0.0336 4.4596 1.6656 0.130
C 2.0620 2.2054 0.1181 -0.471
H -0.6622 -0.7286 -0.4668 0.108
C -5.4332 -1.1085 -0.3443 -0.009
O 4.3272 0.4692 0.9450 0.122
C 3.5026 1.0016 -1.2255 -0.066
C 2.5971 -3.2668 -1.4182 -0.073
C 2.9513 -2.0041 1.0188 -0.015
H 2.1954 -3.8000 1.8950 0.107
H 2.4108 3.9962 1.2171 0.137
H -4.3412 1.9251 -1.3464 0.106
O -2.0624 -1.3667 0.9255 -0.079
C -4.3388 0.9464 -0.8928 -0.044
C -3.1296 -0.7409 0.3311 -0.148
H -3.3662 -2.9131 1.2134 0.106
O 3.0780 2.2722 -0.7381 0.038
C -4.2839 -1.5501 0.2836 -0.244
N -1.4119 1.8242 0.9515 0.186
H -0.3959 -0.1593 1.1978 0.064
H 0.4334 2.8374 2.2553 0.136
N -0.8951 3.1579 -0.7003 0.073
H 3.3615 -1.4861 -2.3072 0.112
H -0.1243 -1.8698 0.7879 0.086
C -2.1174 1.5261 -0.1360 -0.311
H 2.4695 -3.7662 -2.3670 0.105
H 3.0983 -1.4924 1.9574 0.124
C 1.6241 3.5739 0.5909 -0.054
C 3.7598 0.0570 -0.0378 -0.349
C 3.0883 -1.9748 -1.3839 -0.027
N -0.6757 2.8331 0.5487 -0.199
H -6.3397 0.4751 -1.4603 0.103
C 3.2628 -1.3289 -0.1613 -0.158
O 1.5502 1.1668 0.4528 0.126
N -1.7985 2.3620 -1.1472 0.095
C -5.4506 0.1379 -0.9510 -0.082
```

Values from the calculation:
Orbital gap ... 8.28 eV
Charge ... 0
Structure (SMILES) ... COc1c(O)cccc1-c1nnn(CCC(=O)OCC(=O)c2ccccc2)n1
Relative energy (zero: lowest compared OMol25 entry of this formula, charge and spin) ... 0.0 kcal/mol
Maximum force ... 1.1 eV/Å
Energy ... -36191.8982 eV
HOMO ... -0.3006 Eh

2.
Below is one molecule with the formula C19H18N4O6 at a distorted geometry, with properties calculated with the ωB97M-V functional and the def2-TZVPD basis.

```
47
Properties=species:S:1:pos:R:3:lowdin_charge:R:1
O -3.9669 -0.2223 -2.5554 0.120
C 3.2219 0.0663 -0.2175 -0.183
H -5.6811 -2.3711 1.2293 0.116
C -3.4551 0.0933 0.1262 -0.096
C 3.9172 1.2749 -0.1099 -0.065
H -1.8331 1.9266 -2.2956 0.190
H 3.2128 2.2865 -0.0760 0.170
C -0.1582 0.8568 -0.2329 -0.192
H -0.4983 -1.1073 -1.0287 0.064
O 4.3634 -3.3728 0.0622 0.058
H 0.1565 -1.3288 1.3120 0.098
H 6.1108 -1.8552 0.0931 0.050
C 5.9549 0.4314 -0.1101 0.045
H -1.2027 -0.2233 1.7807 0.052
C -4.9061 0.6175 2.0056 -0.027
C -4.1197 -1.2878 0.0879 0.070
C 5.5316 -1.1117 -0.1345 0.148
H -3.7006 -2.1125 -0.3164 0.084
N 3.6242 -2.4481 -0.1946 -0.305
C -5.5137 -0.6805 2.0011 -0.156
H -1.5842 -1.8925 0.9772 0.092
O -2.1618 -1.3515 -2.6747 -0.060
C -3.8263 1.1524 1.1247 0.063
C 5.1744 1.6690 -0.0266 -0.001
C -0.9438 -0.4672 -0.4810 -0.078
H -5.1734 1.4704 2.9678 0.167
H -1.1867 2.4685 0.6302 0.166
O 2.4553 -2.7671 -0.0038 0.030
O 7.8721 1.6245 -0.0269 0.195
C -2.8761 -0.4292 -1.8837 -0.415
H -0.2643 2.9460 -0.8146 0.009
H -3.3767 1.9300 0.9278 -0.021
C -2.3217 0.1731 -0.7579 -0.448
C -0.9432 -0.9870 1.1209 0.034
C -5.0626 -1.4881 1.1456 -0.136
H 5.5748 2.5411 0.1256 0.063
N 7.5884 0.6024 -0.0147 -0.455
H -4.2423 -0.4673 -3.4871 0.193
N 1.0709 0.9146 -0.0630 0.055
H 1.4717 -0.9544 -0.0517 0.126
C 4.1494 -1.0072 -0.0374 -0.048
C -0.9566 2.3381 -0.6104 0.007
O 8.1351 -0.4607 0.1974 0.054
H -3.1220 2.2507 -0.9464 0.188
H -6.2945 -0.7125 2.7521 0.114
C -2.1289 1.5152 -1.2091 -0.165
N 1.9155 -0.0433 -0.3066 0.031
```

Values from the calculation:
Orbital gap ... 7.53 eV
Charge ... 0
Structure (SMILES) ... C[C@@H]1/C(=N\Nc2ccc([N+](=O)[O-])cc2[N+](=O)[O-])CC[C@]1(C(=O)O)c1ccccc1
Relative energy (zero: lowest compared OMol25 entry of this formula, charge and spin) ... 507.2 kcal/mol
Maximum force ... 18.8 eV/Å
Energy ... -38216.9622 eV
HOMO ... -0.3044 Eh

3.
Below is C19H19B2F9N6O5Ta as an isolated structure at a distorted geometry, with properties calculated with the ωB97M-V functional and the def2-TZVPD basis.

```
61
Properties=species:S:1:pos:R:3:lowdin_charge:R:1
H 3.5619 -5.7013 1.0206 0.127
H -2.0800 1.5600 -4.6603 0.131
H -3.4817 0.7216 3.4188 0.131
F -0.4619 -2.0776 3.3768 0.151
F -3.1171 -1.6271 4.3305 0.181
C 1.8443 -2.6498 -0.5672 -0.258
N -0.9751 0.5455 -2.0904 -0.035
O 0.3334 2.7348 1.1152 0.133
H -4.1527 -0.4576 2.4346 0.106
N 2.2334 0.0247 0.8776 0.007
N 0.9666 1.8490 -1.4736 -0.071
H 2.7838 2.0952 1.2600 0.085
O -0.6900 -1.0018 0.6555 -0.213
H -3.2488 2.3223 0.2029 0.115
H -4.2797 1.1625 1.8085 0.104
C 2.5464 -2.4708 0.6862 -0.055
C 2.8710 -1.1285 1.1275 -0.236
H 4.9971 1.1265 2.1984 0.152
O -1.8470 -0.4881 -2.6635 0.116
O 1.1388 -1.6355 -1.1355 -0.197
C 2.6316 -4.8886 -0.7515 -0.006
C 1.9373 -3.8361 -1.2941 0.023
C 3.0876 -4.8492 0.5770 -0.018
C -3.6450 0.5172 2.3751 0.073
B -3.2046 -0.1012 -2.8527 -0.693
Ta 0.3473 0.0522 -0.5733 1.998
C -1.5684 -2.0362 2.5037 -0.313
N -1.7037 -0.8994 1.6559 0.117
C 3.0852 -3.6713 1.2864 0.015
C 4.1438 0.5729 1.8467 0.002
F -3.5580 1.1240 -2.4521 0.268
N 4.0319 -0.8021 1.7711 0.172
F -2.3862 -3.7453 3.9144 0.188
H 1.5661 -3.8710 -2.3199 0.143
H 3.5631 -3.6506 2.2546 0.126
H 4.6674 -1.5174 2.0989 0.181
N -0.2771 1.5607 0.8084 -0.041
H -3.0412 2.8791 1.8913 0.111
F -3.9815 -0.8873 -3.5867 0.319
H 0.7911 3.5925 -4.1735 0.123
B 1.1082 3.5730 0.1068 -0.957
C -1.0483 1.3501 -4.4514 0.092
C -0.5742 1.3838 -3.0584 -0.155
H 2.8686 -5.7684 -1.3247 0.132
C -2.2518 0.3492 1.7464 -0.009
C 0.7389 3.6313 -3.0732 0.072
H -0.8034 0.4329 -4.9618 0.145
C 3.0504 1.0828 1.2887 -0.076
C 0.3516 2.2957 -2.5850 -0.166
O 1.8638 2.7347 -0.9092 0.058
H -0.0484 4.3209 -2.7166 0.145
F 2.1307 4.2671 0.8220 0.163
F -1.4183 -3.1387 1.6830 0.150
F -3.9093 -2.7754 2.6552 0.141
H -2.0409 3.5985 0.5794 0.131
H -0.5196 2.1717 -4.9476 0.114
C -2.7590 -2.5247 3.3952 -0.435
C -1.6146 1.4782 1.1106 -0.142
F 0.2528 4.4969 -0.5447 0.150
H 1.7334 3.9295 -2.6764 0.142
C -2.5397 2.6641 0.9593 0.045
```

Values from the calculation:
Orbital gap ... 3.82 eV
Charge ... +3
Maximum force ... 6.9 eV/Å
Energy ... -66526.1024 eV
HOMO ... -0.6231 Eh

4.
Below is a 2-piece molecular cluster, C19H19BI2N3O8S overall at a distorted geometry, with properties calculated with the ωB97M-V functional and the def2-TZVPD basis.

```
53
Properties=species:S:1:pos:R:3:lowdin_charge:R:1
C -3.0169 0.1026 -0.4725 0.050
C -2.8797 -0.4015 1.0074 -0.121
C -2.6147 -3.2281 3.1391 -0.697
C -4.6640 -2.4324 0.3986 -0.249
O 5.8088 4.5389 -1.1678 0.237
H -2.0034 -0.8530 -2.8984 0.062
H -4.7484 -0.7855 -3.5720 0.109
O 7.0480 3.4276 -2.8409 0.237
C -4.7766 -1.9443 -1.0961 -0.239
C -1.9822 0.2513 2.1518 -0.177
C 4.2357 1.7918 -2.1744 -0.399
O 4.6754 2.9658 -2.6273 0.242
H -0.2166 -0.6771 0.2581 0.075
I -1.1983 -3.6687 1.5095 0.827
H -3.3232 -4.0857 5.1735 0.038
H -2.4133 1.0231 -0.7902 0.113
C -3.9930 -0.1424 -2.9815 -0.229
N -5.4621 -3.6144 0.7487 -0.235
H -1.9436 -5.0509 4.2924 0.066
C -3.6716 -2.2902 2.8989 -0.713
I -5.1322 -1.8023 4.4413 0.768
C 5.1563 1.2820 -1.1540 -0.386
O 8.4715 5.1120 -3.2788 0.142
H 3.2239 -0.8801 -0.3805 0.050
C 7.5363 4.6571 -2.6651 -0.399
N -5.6542 -2.7807 -1.8839 -0.269
O 3.2279 1.2467 -2.5598 0.135
B 5.9226 3.2697 -1.9051 -0.898
C -0.7261 1.1085 1.6288 -0.203
H -4.2015 0.9768 -3.0636 0.109
H 2.8827 -1.1951 1.4498 0.080
C 0.1321 0.4100 0.4585 -0.218
C -2.3880 -4.0133 4.5135 -0.190
C -3.7206 -1.6577 1.4176 -0.209
C 2.4172 -0.9078 0.4268 -0.122
C -3.9289 -0.6806 -1.4664 -0.092
H -2.6057 0.9450 2.8400 0.126
H -1.5717 -0.5691 2.8582 0.106
H -0.0159 1.2252 2.5380 0.113
H -1.1154 2.1151 1.2530 0.108
O 6.1579 2.1447 -0.9840 0.244
O 5.0427 0.2417 -0.5484 0.126
H 2.1616 1.2109 -0.2180 0.094
H -0.1307 0.9809 -0.5185 0.105
N -2.6427 -0.4509 -3.6138 -0.035
H -2.7326 -1.1968 -4.3180 0.057
C 1.7338 0.5421 0.6255 -0.222
H 1.6619 -1.7233 0.0939 0.056
H 1.9988 1.0562 1.6128 0.100
S -6.1817 -3.9776 -0.7830 0.891
H -1.5604 -3.4361 5.0832 0.091
O 6.9542 6.4728 -1.2305 0.142
C 6.7667 5.3473 -1.6260 -0.400
```

Values from the calculation:
Orbital gap ... 6.82 eV
Charge ... -1
Maximum force ... 6.1 eV/Å
Energy ... -68575.0371 eV
HOMO ... -0.2509 Eh